This record from the OMol25 dataset describes a structure of composition C33H86N2O11 at a distorted geometry. The level of theory is ωB97M-V/def2-TZVPD.

DFT total energy ... -2245.28151 Eh
Relative energy (zero: lowest compared OMol25 entry of this formula, charge and spin) ... 459.6 kcal per mole
Total charge ... 0
HOMO-LUMO gap ... 8.4 eV

CARTESIAN COORDINATES (ANGSTROEM)
C1 -0.090 -0.674 -3.980
O1 0.434 0.274 -3.044
C2 0.860 1.487 -3.630
C3 1.632 2.383 -2.638
N1 2.727 1.812 -1.939
C4 3.663 2.565 -1.102
C5 2.977 3.849 -0.318
O2 2.011 3.448 0.625
C6 1.308 4.544 1.126
H1 -0.831 -0.270 -4.670
H2 -0.462 -1.487 -3.358
H3 0.804 -1.141 -4.394
H4 0.055 2.110 -4.018
H5 1.461 1.256 -4.510
H6 0.978 2.686 -1.820
H7 1.928 3.267 -3.202
H8 2.389 0.962 -1.510
H9 4.565 2.949 -1.577
H10 4.088 1.886 -0.363
H11 2.675 4.535 -1.110
H12 3.801 4.413 0.119
H13 2.044 5.256 1.498
H14 0.761 4.486 2.067
H15 0.801 5.165 0.387
C7 -6.688 -0.100 2.888
O3 -6.961 0.213 1.568
C8 -5.866 0.661 0.784
C9 -4.909 -0.387 0.242
N2 -3.951 -0.826 1.293
C10 -3.019 0.239 1.721
C11 -2.120 -0.225 2.913
O4 -0.836 -0.519 2.401
C12 0.161 -0.754 3.406
H16 -6.314 -1.112 3.040
H17 -7.563 -0.023 3.533
H18 -6.030 0.612 3.386
H19 -5.414 1.548 1.228
H20 -6.408 1.140 -0.032
H21 -4.417 0.112 -0.593
H22 -5.468 -1.211 -0.202
H23 -3.451 -1.624 0.927
H24 -3.587 1.093 2.089
H25 -2.396 0.470 0.857
H26 -2.477 -1.066 3.507
H27 -2.065 0.621 3.598
H28 0.063 -0.004 4.191
H29 1.185 -0.770 3.034
H30 -0.091 -1.678 3.928
C13 0.222 1.345 0.085
C14 0.526 -0.149 -0.123
C15 -0.676 -1.038 -0.432
O5 1.500 -0.119 -1.134
H31 1.080 1.972 0.325
H32 -0.465 1.414 0.929
H33 -0.297 1.737 -0.789
H34 1.062 -0.371 0.800
H35 -1.435 -0.671 0.258
H36 -0.495 -2.084 -0.183
H37 -0.981 -0.938 -1.474
H38 1.171 0.199 -1.978
C16 -2.629 -0.677 -3.280
C17 -2.401 -1.905 -4.116
C18 -1.703 -3.036 -3.302
O6 -3.645 -2.291 -4.570
H39 -3.160 -0.998 -2.384
H40 -3.176 0.157 -3.721
H41 -1.681 -0.293 -2.905
H42 -1.822 -1.782 -5.032
H43 -2.280 -3.286 -2.412
H44 -0.761 -2.564 -3.023
H45 -1.558 -3.927 -3.912
H46 -3.930 -3.024 -4.019
C19 1.711 -4.299 0.464
C20 1.277 -4.096 1.898
C21 0.920 -2.645 2.145
O7 0.196 -4.872 2.239
H47 1.630 -5.325 0.107
H48 2.755 -4.036 0.289
H49 1.009 -3.727 -0.143
H50 2.104 -4.379 2.549
H51 -0.040 -2.372 1.707
H52 1.635 -1.909 1.777
H53 0.896 -2.437 3.214
H54 0.610 -5.683 2.543
C22 2.237 2.144 3.440
C23 0.922 2.946 3.658
C24 -0.202 2.410 2.835
O8 0.692 2.839 5.071
H55 2.035 1.109 3.714
H56 3.009 2.624 4.042
H57 2.579 2.116 2.406
H58 1.209 3.924 3.271
H59 0.072 2.094 1.829
H60 -0.948 3.188 2.671
H61 -0.742 1.538 3.204
H62 1.362 3.373 5.503
C25 3.851 -2.037 -1.488
C26 2.829 -3.032 -2.080
C27 1.503 -2.361 -2.472
O9 3.435 -3.494 -3.253
H63 4.874 -2.371 -1.316
H64 3.501 -1.730 -0.502
H65 3.913 -1.167 -2.141
H66 2.614 -3.899 -1.457
H67 0.996 -1.893 -1.628
H68 0.879 -3.179 -2.831
H69 1.489 -1.638 -3.288
H70 2.937 -4.259 -3.551
C28 -3.582 2.494 -0.311
C29 -2.262 2.348 -1.161
C30 -2.159 0.942 -1.803
O10 -2.472 3.298 -2.196
H71 -3.605 1.916 0.613
H72 -4.469 2.294 -0.912
H73 -3.743 3.528 -0.008
H74 -1.373 2.658 -0.612
H75 -1.139 0.797 -2.160
H76 -2.821 0.791 -2.656
H77 -2.340 0.223 -1.004
H78 -2.200 4.171 -1.905
C31 3.111 0.066 2.025
C32 3.955 -1.141 1.542
C33 4.843 -0.887 0.321
O11 4.778 -1.538 2.626
H79 2.448 0.450 1.250
H80 3.714 0.926 2.316
H81 2.425 -0.129 2.849
H82 3.315 -2.001 1.347
H83 5.071 -1.911 0.027
H84 5.761 -0.352 0.563
H85 4.326 -0.292 -0.433
H86 4.244 -1.954 3.306